[1]
Below is a 6-piece molecular cluster, C22H36N4O6 overall, with properties calculated with ωB97M-V with the def2-TZVPD basis set.

Cartesian coordinates (Å):
C1 -2.704018 0.474285 3.267812
C2 -4.079136 0.187559 3.936048
O1 -4.731461 -0.603194 2.935923
C3 -4.157353 -0.431785 1.751010
O2 -4.441585 -1.009565 0.758055
O3 -3.055370 0.336523 1.886409
H1 -1.971198 -0.278080 3.575659
H2 -2.198916 1.384725 3.569290
H3 -4.604621 1.099141 4.207362
H4 -3.997012 -0.585554 4.698618
C4 -1.014291 0.321925 -6.439751
C5 -1.981678 -0.443959 -5.534022
O4 -1.703262 -1.802593 -5.971946
C6 -1.425103 -1.713078 -7.300202
O5 -1.606125 -2.568501 -8.106213
O6 -0.966083 -0.513761 -7.593820
H5 -0.008397 0.439392 -6.027409
H6 -1.272099 1.339136 -6.731583
H7 -3.026350 -0.285063 -5.795303
H8 -1.715651 -0.371721 -4.486326
C7 1.094605 -5.305524 4.978932
C8 0.135987 -5.276310 3.801621
C9 -0.594533 -3.991870 3.529073
C10 -1.294303 -3.396693 4.692048
N1 -1.812134 -2.860570 5.567438
H9 1.651076 -6.215073 5.201787
H10 0.534260 -5.071330 5.891391
H11 1.881110 -4.546585 4.913735
H12 -0.526670 -6.144397 3.863527
H13 0.729885 -5.547399 2.920314
H14 -1.219187 -3.976514 2.637124
H15 0.086274 -3.161678 3.288646
C11 5.710770 0.407314 -5.650379
C12 5.019436 -0.690359 -4.819889
C13 4.351838 -0.203482 -3.502122
C14 3.092335 0.549963 -3.708732
N2 2.086115 1.076720 -3.885480
H16 6.385288 0.983788 -5.012308
H17 4.996063 1.072231 -6.125687
H18 6.358970 -0.054324 -6.394531
H19 5.633753 -1.530673 -4.511847
H20 4.222273 -1.029074 -5.482886
H21 5.034574 0.375680 -2.884314
H22 4.073531 -1.093580 -2.938080
C15 -0.432061 1.951103 -1.262785
C16 -0.720992 0.465171 -1.140321
C17 0.561128 -0.384689 -0.894962
C18 0.695443 -0.714449 0.518735
N3 0.838187 -0.889535 1.638846
H23 0.401475 2.247680 -0.634643
H24 -1.286017 2.607737 -1.088318
H25 -0.174428 2.274727 -2.278427
H26 -1.332638 0.168057 -1.996265
H27 -1.428729 0.248233 -0.337052
H28 1.433572 0.069178 -1.362064
H29 0.450698 -1.296011 -1.489651
C19 -1.506030 4.028878 4.781297
C20 -0.222634 4.868844 4.638242
C21 0.206581 5.105508 3.169962
C22 -0.094154 3.973104 2.300763
N4 -0.284306 3.098883 1.579631
H30 -1.574581 3.934844 5.874366
H31 -1.437891 2.996467 4.468182
H32 -2.411165 4.584643 4.546592
H33 0.617915 4.290174 5.032637
H34 -0.256502 5.774979 5.235625
H35 1.271366 5.257447 2.967941
H36 -0.285873 5.992962 2.762676

Cartesian forces (eV/Å) of the 2 atoms listed first:
C -0.6 -1.1 0.9
C 1.3 -1.1 -0.1

The HOMO energy is -10.7 eV. The value obtained for the total energy is -1530.28259 hartree. The charge is 0. The calculation puts the energy above the lowest of the compared OMol25 structures with the same formula, charge and spin at 6.302 eV. The SMILES is O=C1OCCO1.O=C1OCCO1.CCCC#N.CCCC#N.CCCC#N.CCCC#N.

[2]
Below is C22H37AgAsF6NO14 as an isolated structure, with properties calculated with ωB97M-V with the def2-TZVPD basis set.

Cartesian coordinates (Å):
Ag1 -0.637223 0.816633 0.615376
As1 0.572481 4.402500 5.442958
F1 -0.680776 5.650243 5.167591
F2 0.634967 3.533753 3.797788
F3 1.899942 3.362617 5.831176
F4 0.651393 5.151145 7.088950
F5 -0.650643 3.251969 5.950429
F6 1.948240 5.556454 4.945297
C1 8.917998 0.539325 2.526137
C2 7.785768 1.145059 3.017895
C3 6.587435 0.528567 3.026144
C4 6.493297 -0.808415 2.502713
C5 7.658853 -1.358710 1.978630
C6 8.852596 -0.709107 1.972439
N1 5.278328 -1.624018 2.467532
O1 4.303402 -0.988005 2.059298
O2 5.336641 -2.809488 2.750565
H1 9.862774 1.061627 2.557678
H2 7.833068 2.202884 3.230486
H3 5.747273 0.908965 3.588137
H4 7.674804 -2.267893 1.395948
H5 9.612186 -0.881215 1.224243
C7 3.359136 -5.179117 -4.318250
C8 2.478554 -4.155376 -3.522247
O3 1.041552 -4.306962 -3.672365
C9 0.207719 -3.289922 -3.379643
O4 0.521998 -2.410012 -2.582002
O5 -1.020686 -3.514350 -4.027862
C10 -2.050639 -2.559838 -3.793315
H6 3.567862 -4.692236 -5.270872
H7 2.880176 -6.110005 -4.621792
H8 4.333164 -5.255290 -3.834963
H9 2.782250 -3.224536 -4.001199
H10 2.736888 -4.350107 -2.481357
H11 -2.273283 -2.562936 -2.726302
H12 -2.993197 -2.601423 -4.339158
H13 -1.756131 -1.541461 -4.046844
C11 -5.092947 -4.297744 2.294342
C12 -3.664958 -4.869561 1.957571
O6 -2.646583 -4.597582 2.955145
C13 -2.128323 -3.380427 3.414257
O7 -2.371334 -2.348260 2.857873
O8 -1.540360 -3.637108 4.523969
C14 -0.856909 -2.606595 5.243960
H14 -5.210550 -3.282932 2.674365
H15 -5.569436 -5.009010 2.968990
H16 -5.813645 -4.163186 1.487758
H17 -3.384604 -4.420906 1.004575
H18 -3.813438 -5.947769 1.898102
H19 -1.616165 -2.015326 5.755856
H20 -0.288903 -1.854891 4.695863
H21 -0.102755 -2.853410 5.991243
C15 -8.377651 1.855004 3.298671
C16 -7.113268 1.650358 2.470446
O9 -7.414885 2.306300 1.257550
C17 -6.451322 2.213567 0.235434
O10 -5.298460 1.835950 0.358496
O11 -6.990730 2.689605 -0.900853
C18 -6.222267 2.811909 -2.094216
H22 -8.495507 2.815355 3.800608
H23 -8.542134 1.117946 4.084673
H24 -9.235233 1.607111 2.673215
H25 -6.823944 0.653201 2.138688
H26 -6.402673 2.229597 3.060053
H27 -5.843886 1.843300 -2.420915
H28 -5.306594 3.377621 -1.922143
H29 -6.819452 3.280975 -2.876171
C19 1.107786 4.068023 -7.217400
C20 1.363884 2.740880 -6.549915
O12 0.816804 2.671752 -5.291796
C21 1.525679 2.972488 -4.161486
O13 0.983747 2.971239 -3.115886
O14 2.744692 3.407262 -4.365429
C22 3.646165 3.915508 -3.354903
H30 1.999810 4.609744 -7.531912
H31 0.543633 4.721506 -6.551968
H32 0.400796 3.807232 -8.004955
H33 2.339186 2.273437 -6.685510
H34 0.804987 2.004024 -7.126801
H35 3.566172 3.328987 -2.439650
H36 3.469686 4.989562 -3.296961
H37 4.627722 3.603945 -3.712077

Cartesian forces (eV/Å) of the 2 atoms listed first:
Ag 0.0 0.1 0.2
As 1.7 2.0 0.7

The HOMO energy is -10.1 eV. The value obtained for the total energy is -4950.30840 hartree. The charge is 0. The calculation puts the energy above the lowest of the compared OMol25 structures with the same formula, charge and spin at 9.697 eV.

[3]
Below is C22H37BiClO4Si as an isolated structure, with properties calculated with ωB97M-V with the def2-TZVPD basis set.

Cartesian coordinates (Å):
C1 -3.198232 -1.689050 0.187043
C2 -3.279512 -2.827192 -0.648304
C3 -2.683923 -2.514721 -1.903061
H1 -3.785660 -3.757556 -0.404692
C4 -2.194273 -1.154892 -1.828126
C5 -2.544418 -0.663609 -0.528268
H2 -2.448055 0.375544 -0.204494
H3 -3.596503 -1.588668 1.196190
H4 -2.750593 -3.103428 -2.817616
H5 -1.845908 -0.535891 -2.653231
Bi1 -0.135641 -2.461527 -0.894442
Cl1 -0.192454 -3.232977 1.441424
C6 1.531554 -6.479024 -2.057248
C7 1.448640 -5.905020 -3.365022
C8 0.197949 -6.294319 -3.940281
H6 2.218753 -5.310911 -3.853520
C9 -0.491949 -7.110189 -2.987994
C10 0.333939 -7.225800 -1.824824
H7 0.104258 -7.809265 -0.935251
H8 2.375072 -6.395763 -1.373832
H9 -0.152652 -6.047551 -4.940592
H10 -1.458259 -7.587903 -3.136732
C11 -1.560242 0.356607 3.463764
C12 -1.463559 1.526220 2.485897
C13 -2.864970 2.069912 2.210723
C14 -0.567230 2.624211 3.045520
O1 -0.925608 1.052456 1.227655
Si1 0.316084 1.016673 0.181590
O2 0.480264 -0.522330 -0.323157
O3 -0.144220 1.928894 -1.124586
C15 -0.131144 3.362858 -1.397508
C16 -0.563228 3.559109 -2.847498
C17 -1.104016 4.127594 -0.511022
C18 1.269834 3.932597 -1.240698
O4 1.674093 1.687248 0.844017
C19 2.949204 1.079589 1.270987
C20 3.418347 0.054478 0.251541
C21 4.015171 2.178063 1.365409
C22 2.747043 0.356358 2.598065
H11 -2.066088 0.701902 4.379590
H12 -0.558214 -0.008640 3.730052
H13 -2.142761 -0.470596 3.036893
H14 -3.316795 2.410356 3.155232
H15 -2.816295 2.934826 1.531234
H16 -3.512756 1.291206 1.781171
H17 0.457050 2.253661 3.205470
H18 -0.549789 3.486541 2.362848
H19 -0.983834 2.963291 4.007835
H20 -1.571941 3.163747 -3.014512
H21 -0.567825 4.633484 -3.085456
H22 0.131840 3.054122 -3.527950
H23 -0.783450 4.144089 0.536525
H24 -1.129823 5.170794 -0.864993
H25 -2.120195 3.715742 -0.578452
H26 1.624015 3.862245 -0.208555
H27 1.971691 3.393068 -1.886532
H28 1.252810 4.991643 -1.540863
H29 3.479447 0.512756 -0.740634
H30 4.414269 -0.318247 0.545357
H31 2.707680 -0.776742 0.201232
H32 3.780942 2.963720 2.100135
H33 4.960186 1.711702 1.691867
H34 4.212503 2.641895 0.384612
H35 2.394908 1.034949 3.386027
H36 2.021201 -0.462927 2.467243
H37 3.713266 -0.069412 2.916798

Cartesian forces (eV/Å) of the 2 atoms listed first:
C 0.1 0.5 -0.6
C 0.1 0.2 -0.5

The HOMO energy is -2.9 eV. The value obtained for the total energy is -2125.92993 hartree. The charge is -1.